No. 1
Computed, not measured: a single C2HCl3O3 molecule at a distorted geometry, with wB97M-V/def2-TZVPD.

highest occupied orbital energy = -10.91 eV
HOMO-LUMO gap = 10.761 eV
energy above the lowest of the compared OMol25 structures with the same formula, charge and spin = 320.0 kJ/mol
LUMO = -0.2 eV

Each line ends with the Mulliken charge.
CARTESIAN COORDINATES (ANGSTROEM)
1 O 0.441 -1.689 0.248  -0.44
2 C 0.265 -0.522 0.201  0.49
3 O 0.919 0.528 0.417  -0.16
4 O 2.406 0.451 0.478  -0.31
5 C -1.287 0.098 -0.130  0.44
6 Cl -1.394 0.628 -1.795  -0.13
7 Cl -1.671 1.471 1.002  -0.13
8 Cl -2.300 -1.289 0.022  -0.10
9 H 2.619 0.323 -0.442  0.34

Forces on atoms 1 to 2 (eV/Å):
1.0 0.0 -0.3
-4.1 -1.6 -0.4

No. 2
Computed, not measured: 2 unconnected molecules or ions with the total composition C2HCl4NO at a distorted geometry, with wB97M-V/def2-TZVPD.

highest occupied orbital energy (alpha / beta) = -9.30 / -9.30 eV
HOMO-LUMO gap (alpha / beta) = 7.423 / 7.425 eV
energy above the lowest of the compared OMol25 structures with the same formula, charge and spin = 298.8 kJ/mol
LUMO (alpha / beta) = -1.9 / -1.9 eV

Each line ends with the Mulliken charge.
CARTESIAN COORDINATES (ANGSTROEM)
1 C 1.076 0.486 -0.467  -0.07
2 C -0.946 -0.427 0.133  0.32
3 N -0.435 -0.857 1.273  -0.03
4 O -0.531 -0.203 2.319  -0.37
5 Cl 0.600 1.430 -1.788  -0.02
6 Cl 2.072 -0.834 -0.749  -0.01
7 Cl -2.011 0.957 -0.052  -0.11
8 Cl -1.055 -1.579 -1.132  -0.07
9 H 1.231 1.027 0.463  0.37

Forces on atoms 1 to 2 (eV/Å):
-1.8 -0.4 0.9
0.6 2.3 -2.7

Which value of energy above the lowest of the compared OMol25 structures with the same formula, charge and spin does entry 1 give?
320.0 kJ/mol